C26H32As2SSiZn | ωB97M-V with the def2-TZVPD basis set

Properties
LUMO level ... 0.46 eV
HOMO level ... -0.27985 Eh

Geometry as ORCA input:
```
! wB97M-V def2-TZVPD RIJCOSX def2/J DEFGRID3
* xyz 0 1
Zn 0.368 1.365 0.515
S 2.597 1.575 1.078
C 3.419 0.039 0.821
C 4.816 0.097 0.771
C 5.580 -1.045 0.625
C 4.964 -2.284 0.518
C 3.583 -2.354 0.553
C 2.795 -1.212 0.705
As 0.851 -1.352 0.614
C 0.667 -1.142 -1.324
C -0.605 -0.890 -1.832
C -0.809 -0.756 -3.197
C 0.264 -0.859 -4.068
C 1.536 -1.112 -3.573
C 1.735 -1.262 -2.209
C 0.629 -3.299 0.674
C 0.929 -3.953 1.868
C 0.773 -5.325 1.979
C 0.294 -6.055 0.899
C -0.027 -5.406 -0.284
C 0.138 -4.033 -0.398
H 5.292 1.066 0.847
H 6.660 -0.968 0.590
H 5.551 -3.185 0.401
H 3.101 -3.318 0.453
H -1.448 -0.797 -1.158
H -1.801 -0.546 -3.573
H 0.114 -0.739 -5.134
H 2.379 -1.194 -4.246
H 2.731 -1.470 -1.837
H 1.306 -3.378 2.708
H 1.023 -5.826 2.905
H 0.168 -7.127 0.983
H -0.405 -5.973 -1.125
H -0.105 -3.535 -1.328
C -0.812 0.057 4.353
As -0.477 1.590 3.178
C 0.711 2.589 4.369
C -2.136 2.587 3.481
H -1.148 0.394 5.333
H 0.110 -0.514 4.467
H -1.568 -0.594 3.916
H 0.253 2.709 5.350
H 0.923 3.568 3.943
H 1.652 2.050 4.467
H -2.336 2.712 4.545
H -2.967 2.058 3.017
H -2.053 3.567 3.012
C -2.583 5.211 -2.843
Si -3.086 3.442 -2.431
C -3.284 2.447 -4.022
C -4.742 3.506 -1.531
C -1.819 2.665 -1.344
C -0.990 2.164 -0.609
H -3.313 5.668 -3.515
H -1.606 5.253 -3.326
H -2.537 5.817 -1.936
H -3.943 2.973 -4.717
H -3.726 1.468 -3.825
H -2.326 2.293 -4.521
H -5.514 3.944 -2.168
H -4.667 4.119 -0.630
H -5.078 2.511 -1.233
*
```